18
Properties=species:S:1:pos:R:3:lowdin_charge:R:1 method="wB97M-V/def2-TZVPD" homo_ha=-0.311 orbital_gap_ev=9.2 de_lowest_kcal_mol=14.3
C 0.19 -0.89 1.69 -0.32
C -0.39 1.50 0.45 -0.47
C -1.62 -0.86 -1.46 -0.22
C 1.51 -0.48 -1.61 -0.21
Si 0.46 0.95 2.06 0.48
Si -0.09 -0.08 -0.59 0.69
H 0.95 -1.62 1.94 -0.04
H -0.84 -1.32 1.98 0.01
H -1.47 1.85 0.49 0.04
H 0.06 2.43 -0.07 0.03
H -1.47 -1.48 -2.36 0.02
H -2.04 -1.57 -0.70 0.04
H -2.35 -0.13 -1.80 0.01
H 1.94 -1.53 -1.30 0.08
H 1.25 -0.33 -2.65 0.01
H 2.23 0.22 -1.24 -0.01
H -0.19 1.82 2.99 -0.09
H 1.85 1.51 2.19 -0.05



38
Properties=species:S:1:pos:R:3:lowdin_charge:R:1 method="wB97M-V/def2-TZVPD" homo_ha=-0.284 orbital_gap_ev=7.3
O -2.59 -3.47 -0.46 0.05
N -1.39 -3.42 -0.13 -0.34
O -0.56 -4.31 -0.47 0.00
C -0.84 -2.32 0.65 -0.10
C 0.54 -2.33 0.93 0.08
C 1.13 -1.37 1.75 -0.11
N 2.42 -1.60 2.35 -0.33
O 3.12 -2.57 1.98 0.03
O 2.80 -0.82 3.27 -0.02
C 0.42 -0.15 2.28 -0.17
C -1.01 -0.24 1.93 -0.07
N -2.00 0.39 2.67 -0.18
O -2.01 1.35 3.42 0.04
O -3.20 -0.35 2.44 0.02
N -2.99 -1.37 1.55 0.15
C -1.65 -1.31 1.28 -0.16
H 1.14 -3.16 0.55 0.13
H 0.46 -0.21 3.38 0.15
C 1.81 2.63 0.13 -0.14
C 0.85 1.51 0.47 -0.10
N 1.02 1.11 1.86 0.05
C 1.45 2.01 2.77 -0.24
N 1.78 3.25 2.46 -0.02
C 1.77 3.78 1.11 -0.12
C 2.18 3.99 3.64 -0.09
C 2.14 2.95 4.75 -0.11
N 1.56 1.80 4.10 0.12
H 2.83 2.23 0.09 0.13
H 1.57 3.00 -0.87 0.13
H -0.19 1.82 0.29 0.14
H 1.06 0.64 -0.16 0.14
H 2.63 4.45 0.99 0.13
H 0.86 4.38 0.95 0.14
H 3.18 4.42 3.51 0.13
H 1.48 4.82 3.84 0.13
H 3.15 2.73 5.11 0.13
H 1.51 3.26 5.58 0.13
H 1.66 0.85 4.46 0.14



20
Properties=species:S:1:pos:R:3:lowdin_charge:R:1 method="wB97M-V/def2-TZVPD" smiles=[NH3+]CCNCCS homo_ha=-0.454 orbital_gap_ev=8.8 de_lowest_kcal_mol=43.4 total_charge=+1
N 0.06 0.12 -2.02 0.16
C -1.22 0.50 -1.30 -0.07
C -1.45 -0.65 -0.23 -0.17
N -0.18 -1.30 0.07 -0.11
C 0.75 -0.70 1.05 -0.26
C 0.56 0.76 1.58 -0.54
S 1.95 1.44 2.65 0.71
H 0.47 1.00 -2.36 0.17
H -0.01 -0.58 -2.75 0.17
H 0.77 -0.31 -1.40 0.13
H -1.05 1.44 -0.76 0.11
H -1.84 0.65 -2.18 0.13
H -1.99 -0.34 0.65 0.12
H -2.05 -1.37 -0.75 0.12
H -0.39 -2.23 0.42 0.12
H 1.74 -0.58 0.56 0.10
H 0.74 -1.33 1.95 0.12
H 0.46 1.54 0.79 0.05
H -0.29 0.71 2.26 0.07
H 2.96 1.23 1.78 -0.15



156
Properties=species:S:1:pos:R:3:lowdin_charge:R:1 method="wB97M-V/def2-TZVPD" homo_ha=-0.316 orbital_gap_ev=7.1
C 1.78 1.30 6.45 -0.07
C 3.11 1.99 6.64 -0.42
C 3.37 2.27 8.12 -0.29
F 4.43 3.11 8.28 0.09
F 2.31 2.81 8.77 0.10
F 4.13 1.22 6.17 0.09
F 3.12 3.11 5.85 0.11
O 1.63 0.75 5.15 0.01
C 0.37 0.45 4.67 -0.54
C -0.31 1.73 4.13 -0.28
F -1.46 1.43 3.49 0.10
F -0.53 2.69 5.06 0.11
F 0.55 -0.49 3.77 0.18
F -0.33 -0.11 5.69 0.14
H 1.03 2.07 6.62 0.14
H 1.64 0.52 7.19 0.14
H 3.63 1.32 8.60 0.16
H 0.45 2.13 3.44 0.17
C -5.39 1.18 -0.40 -0.04
C -4.46 2.39 -0.40 -0.45
C -3.19 2.15 0.42 -0.28
F -2.48 3.31 0.50 0.09
F -3.56 1.82 1.68 0.10
F -4.21 2.77 -1.67 0.13
F -5.18 3.40 0.17 0.12
O -4.62 0.10 -0.92 0.02
C -5.23 -1.13 -0.92 -0.52
C -4.53 -1.94 -2.00 -0.30
F -5.08 -3.11 -2.34 0.12
F -4.35 -1.23 -3.14 0.09
F -5.14 -1.69 0.31 0.15
F -6.56 -1.02 -1.15 0.14
H -6.22 1.42 -1.06 0.15
H -5.77 1.01 0.61 0.15
H -2.58 1.35 0.00 0.15
H -3.53 -2.13 -1.56 0.16
C 0.16 1.12 -6.13 -0.06
C 1.62 1.30 -6.55 -0.43
C 2.30 2.46 -5.81 -0.30
F 2.15 2.43 -4.46 0.09
F 3.59 2.59 -6.19 0.11
F 2.31 0.14 -6.38 0.12
F 1.68 1.55 -7.88 0.12
O -0.52 0.12 -6.84 0.08
C -1.66 -0.32 -6.25 -0.54
C -2.45 -1.20 -7.18 -0.29
F -2.72 -0.56 -8.33 0.12
F -1.74 -2.33 -7.44 0.10
F -1.36 -0.97 -5.10 0.13
F -2.43 0.75 -5.88 0.12
H -0.31 2.10 -6.27 0.15
H 0.20 0.89 -5.06 0.14
H 1.81 3.39 -6.13 0.18
H -3.38 -1.55 -6.74 0.18
C -0.79 -3.55 1.82 -0.03
C -1.31 -3.54 3.23 -0.44
C -2.52 -2.61 3.40 -0.30
F -2.94 -2.47 4.67 0.12
F -2.29 -1.38 2.85 0.07
F -1.76 -4.76 3.62 0.12
F -0.32 -3.22 4.10 0.13
O -1.86 -4.13 1.05 0.02
C -1.47 -5.05 0.10 -0.54
C -2.71 -5.66 -0.48 -0.24
F -3.58 -4.75 -1.02 0.07
F -2.45 -6.53 -1.50 0.09
F -0.75 -4.36 -0.83 0.11
F -0.68 -5.97 0.67 0.17
H 0.16 -4.09 1.82 0.14
H -0.63 -2.54 1.44 0.13
H -3.37 -2.98 2.81 0.17
H -3.34 -6.19 0.23 0.18
C -4.25 4.07 -6.23 -0.26
S -5.06 5.41 -5.30 0.80
O -4.10 6.54 -5.04 -0.54
C -6.44 5.80 -6.41 -0.26
H -3.65 4.36 -7.09 0.06
H -4.96 3.33 -6.60 0.05
H -3.53 3.62 -5.55 0.02
H -6.01 6.20 -7.33 0.06
H -7.08 6.57 -6.00 0.05
H -6.96 4.85 -6.54 0.05
C 2.45 -4.63 -0.69 -0.26
S 3.57 -4.03 0.57 0.83
O 2.80 -3.34 1.68 -0.57
C 3.98 -5.61 1.36 -0.24
H 2.00 -5.56 -0.31 0.05
H 2.89 -4.87 -1.66 0.06
H 1.61 -3.95 -0.83 0.02
H 4.67 -5.44 2.17 0.05
H 4.45 -6.24 0.60 0.06
H 3.02 -5.99 1.71 0.05
C -1.71 -4.51 -4.46 -0.23
S -0.15 -5.14 -3.78 0.82
O 0.51 -5.79 -4.94 -0.55
C 0.67 -3.52 -3.57 -0.25
H -2.57 -4.97 -3.98 0.04
H -1.75 -4.67 -5.53 0.06
H -1.76 -3.43 -4.30 0.02
H 0.25 -2.92 -2.77 0.03
H 0.63 -2.96 -4.51 0.06
H 1.69 -3.78 -3.30 0.03
C 6.61 -0.41 4.53 -0.25
S 7.39 -1.97 3.98 0.85
O 6.92 -2.95 5.03 -0.57
C 6.34 -2.29 2.58 -0.29
H 7.24 0.01 5.30 0.05
H 5.60 -0.64 4.85 0.02
H 6.69 0.30 3.70 0.05
H 6.81 -3.08 1.98 0.05
H 6.18 -1.50 1.84 0.06
H 5.33 -2.58 2.87 0.04
C 5.33 -1.95 7.69 -0.25
S 3.57 -2.38 7.96 0.87
O 3.03 -1.22 8.76 -0.58
C 3.11 -2.12 6.21 -0.25
H 5.48 -1.06 7.09 0.03
H 5.80 -2.78 7.16 0.03
H 5.72 -1.78 8.69 0.05
H 2.02 -2.22 6.19 0.05
H 3.53 -2.91 5.59 0.06
H 3.31 -1.12 5.83 0.02
C -2.97 6.39 -1.48 -0.24
S -1.27 6.18 -2.06 0.82
O -1.23 7.20 -3.15 -0.55
C -0.49 6.90 -0.61 -0.26
H -3.08 7.28 -0.86 0.06
H -3.25 5.56 -0.83 0.03
H -3.67 6.51 -2.30 0.04
H -0.72 6.31 0.29 0.05
H -0.79 7.94 -0.52 0.06
H 0.59 6.80 -0.72 0.04
C 3.49 2.00 2.44 -0.04
C 3.31 0.62 2.51 -0.06
C 2.52 -0.06 1.61 0.00
C 1.85 0.64 0.61 -0.06
C 1.98 2.05 0.54 -0.08
C 2.83 2.69 1.43 0.00
C 1.20 2.80 -0.45 -0.28
O 1.23 4.02 -0.50 0.11
C 0.27 2.07 -1.34 -0.07
C -0.49 2.76 -2.30 -0.02
C -1.50 2.16 -3.00 -0.06
C -1.83 0.82 -2.74 -0.07
C -1.05 0.11 -1.85 -0.02
C 0.00 0.71 -1.18 -0.08
C 0.88 -0.09 -0.26 -0.26
O 0.79 -1.30 -0.25 0.09
H 4.22 2.49 3.06 0.11
H 3.67 0.06 3.37 0.10
H 2.24 -1.10 1.73 0.09
H 2.95 3.77 1.42 0.12
H -0.37 3.79 -2.62 0.07
H -2.07 2.69 -3.75 0.11
H -2.67 0.37 -3.25 0.09
H -1.36 -0.92 -1.70 0.11